{"formula": "C14H10N5S3W", "method": "ωB97M-V with the def2-TZVPD basis set", "multiplicity": 3, "s2": 2.024, "total_energy_ha": -2074.7327, "largest_force_ev_per_a": 0.79, "lumo_energy_ev": [-4.12, -4.90], "total_charge": 1, "elements": ["W", "S", "S", "S", "N", "N", "N", "N", "N", "C", "C", "C", "C", "C", "C", "C", "C", "C", "C", "C", "C", "C", "C", "H", "H", "H", "H", "H", "H", "H", "H", "H", "H"], "coordinates": [[0.06165, -0.23456, 0.16626], [-2.28181, -0.27572, 0.56983], [-0.36022, -2.53802, 1.04029], [-0.36031, 2.12024, 0.15907], [1.02147, -0.63661, 2.02376], [1.99326, 0.49944, -0.50906], [-2.83105, 4.86362, 0.39145], [1.38510, -1.50997, -1.29677], [-5.42890, 1.64782, 0.88573], [2.79142, 1.55234, -0.28979], [1.72537, 0.10037, 2.90805], [-4.29497, 1.52751, 0.73738], [-2.49065, 3.76508, 0.39550], [-2.05210, 2.39422, 0.38580], [0.55803, -1.85853, 2.35100], [2.01508, -0.38574, 4.15293], [4.10261, 1.54178, -0.72249], [2.46335, -0.55759, -1.16854], [3.75185, -0.66035, -1.61923], [0.80453, -2.39868, 3.60740], [4.59082, 0.42223, -1.38149], [-2.87855, 1.35583, 0.54695], [1.54494, -1.65555, 4.50333], [2.36167, 2.39383, 0.23523], [0.40854, -3.37385, 3.85531], [1.75418, -2.05286, 5.48929], [4.08507, -1.54212, -2.15027], [1.61778, -2.45036, -0.99385], [4.73015, 2.40279, -0.53786], [1.04666, -1.55989, -2.25468], [2.03281, 1.08489, 2.58649], [2.58345, 0.21714, 4.84644], [5.61828, 0.39356, -1.72229]], "forces_ev_per_a": [[-0.450, -0.440, 0.470], [0.006, -0.003, -0.194], [0.031, 0.079, 0.021], [0.264, -0.231, -0.063], [-0.071, 0.221, -0.234], [0.460, 0.359, 0.111], [0.100, -0.185, 0.016], [-0.132, 0.497, 0.006], [0.193, -0.033, -0.022], [-0.031, -0.090, 0.004], [-0.065, 0.012, -0.167], [0.101, -0.021, 0.004], [-0.013, -0.148, -0.039], [0.223, 0.740, -0.046], [0.085, -0.035, 0.058], [0.030, -0.034, 0.095], [0.060, 0.032, -0.010], [-0.208, -0.110, -0.082], [0.141, -0.102, -0.148], [0.014, -0.068, 0.072], [0.079, 0.036, -0.027], [-0.655, -0.380, 0.070], [-0.008, -0.063, 0.055], [-0.034, 0.024, 0.005], [0.022, 0.030, 0.013], [-0.019, 0.014, -0.049], [0.014, 0.027, 0.025], [-0.030, -0.055, 0.151], [-0.007, -0.041, -0.017], [-0.032, -0.030, -0.058], [-0.006, 0.027, -0.032], [-0.016, -0.033, -0.006], [-0.046, 0.003, 0.020]]}


{"formula": "C14H11AlClN5O4", "method": "ωB97M-V with the def2-TZVPD basis set", "total_energy_ha": -1816.7414, "largest_force_ev_per_a": 5.26, "lumo_energy_ev": -7.75, "total_charge": 2, "elements": ["Cl", "Al", "O", "O", "O", "O", "N", "N", "N", "N", "N", "C", "C", "C", "C", "C", "C", "C", "C", "C", "C", "C", "C", "C", "C", "H", "H", "H", "H", "H", "H", "H", "H", "H", "H", "H"], "coordinates": [[3.03317, 1.44631, -1.11149], [0.66620, 0.68830, -0.77832], [2.10974, 1.58169, 0.10126], [4.18406, 0.73261, -0.88392], [3.18334, 2.66706, -1.71781], [2.10852, 0.54255, -1.94424], [1.76153, -2.50521, 1.25489], [-1.08126, 0.76400, -0.00602], [0.50944, -1.03338, 0.01586], [-1.43118, -0.19088, 0.95675], [-0.25516, 2.09547, -2.05497], [-0.53307, -2.27901, 1.77568], [-0.39412, 3.94582, -3.46415], [-1.96386, 1.53159, -0.42548], [0.61838, -2.98585, 1.93096], [0.69340, -3.93633, 2.97425], [-0.54998, -1.13052, 0.93402], [-0.42421, -4.31612, 3.66162], [-1.68756, -2.71861, 2.39928], [-1.66692, 4.26126, -2.89833], [0.37423, 2.89770, -2.88437], [1.68537, -1.67299, 0.27855], [-2.20853, 3.41398, -1.97759], [-1.45428, 2.37112, -1.58356], [-1.67987, -3.80797, 3.30535], [2.54238, -1.55817, -0.31517], [-2.63417, -2.21192, 2.14950], [-0.03240, 4.61225, -4.14748], [-2.94142, 1.77120, -0.24044], [1.65838, -4.37128, 3.14657], [1.39926, 2.82264, -3.16728], [-0.35318, -5.01237, 4.52646], [-2.63806, -4.15416, 3.63679], [-3.20164, 3.65288, -1.50375], [-2.03895, 5.09999, -3.37348], [2.64242, -3.01363, 1.43003]], "forces_ev_per_a": [[-1.315, -1.243, -0.342], [-0.699, 0.568, -0.962], [-0.006, -0.257, -0.248], [1.298, -0.597, 1.050], [0.309, 1.738, -0.645], [-0.074, 0.189, 0.176], [0.876, -2.179, 0.883], [-0.264, -1.853, 2.058], [2.531, 0.171, -0.182], [0.097, 0.000, -0.033], [2.269, -1.742, 2.017], [-1.645, -0.023, -0.076], [-1.358, -1.604, 3.610], [2.365, 2.457, -4.011], [0.941, -0.172, 1.918], [0.914, 0.561, -1.509], [0.649, 0.484, -0.842], [-0.935, -0.875, 1.155], [-1.450, -0.947, 0.931], [3.271, -1.538, -2.082], [-2.033, 2.256, -2.126], [-2.680, 0.228, 0.277], [-2.341, 1.605, 0.743], [-1.355, -0.916, 1.665], [0.651, 1.920, -1.656], [0.964, 0.548, -0.884], [0.563, -0.330, 0.244], [1.281, 1.350, -1.787], [-2.507, -0.515, 1.529], [0.269, -0.287, 0.399], [0.407, -0.761, -0.001], [0.069, 0.395, -0.965], [-0.024, -0.262, 0.614], [1.155, -0.465, -0.536], [-1.665, 1.620, -0.168], [-0.531, 0.476, -0.213]]}


{"formula": "C14H11BaCl5NO6", "method": "ωB97M-V with the def2-TZVPD basis set", "total_energy_ha": -3373.0387, "largest_force_ev_per_a": 0.50, "lumo_energy_ev": 2.37, "total_charge": -1, "elements": ["Ba", "Cl", "Cl", "Cl", "Cl", "Cl", "O", "O", "O", "O", "O", "O", "N", "C", "C", "C", "C", "C", "C", "C", "C", "C", "C", "C", "C", "C", "C", "H", "H", "H", "H", "H", "H", "H", "H", "H", "H", "H"], "coordinates": [[0.12775, 0.18911, -0.42077], [-1.02118, -0.27152, 4.69134], [-3.13748, 0.60968, -0.14673], [-5.89664, 1.37284, 1.17186], [-6.20042, 1.30443, 4.29564], [-3.75421, 0.46733, 6.04926], [-1.10150, -0.06161, 1.76521], [-2.25398, -3.15317, -1.92976], [0.44192, 2.38914, -1.82430], [2.76736, 1.03396, -1.25791], [2.06293, -2.31362, -0.82219], [1.09981, 2.84830, 0.25657], [-0.16340, -2.38636, -1.33473], [1.30989, 2.69012, -0.95859], [-2.20277, 0.22415, 2.32859], [3.79813, 3.09975, -0.46574], [-4.55949, 0.92218, 2.17026], [-1.09703, -3.35103, -1.61460], [-3.59359, 0.51530, 4.32856], [-2.38493, 0.19075, 3.73909], [0.98476, -4.47550, -1.18999], [1.04217, -2.95518, -1.09101], [-0.47985, -4.74881, -1.50006], [3.03758, 2.86126, -2.85202], [2.78166, 2.49217, -1.40632], [-4.69525, 0.88819, 3.55273], [-3.35178, 0.59962, 1.58007], [3.63750, 0.66697, -1.43538], [-0.65023, -5.30415, -2.42186], [4.04305, 2.54724, -3.14646], [4.80749, 2.80367, -0.76540], [3.60273, 2.78095, 0.55507], [2.96532, 3.94275, -2.97886], [3.73228, 4.18801, -0.50495], [2.29997, 2.38546, -3.49342], [1.33078, -4.90651, -0.25035], [1.66616, -4.80692, -1.97446], [-0.99553, -5.27896, -0.69840]], "forces_ev_per_a": [[0.157, -0.443, 0.170], [-0.019, 0.009, -0.026], [-0.287, 0.088, 0.130], [-0.015, -0.003, 0.059], [0.003, -0.007, 0.000], [0.016, -0.008, -0.006], [0.128, -0.026, 0.089], [-0.046, 0.014, 0.045], [0.009, 0.168, -0.058], [0.246, 0.194, -0.081], [-0.142, 0.101, 0.105], [-0.012, -0.037, -0.030], [0.036, -0.087, -0.029], [-0.002, 0.384, -0.093], [-0.087, 0.014, -0.011], [-0.083, -0.005, 0.012], [0.015, 0.021, -0.275], [0.119, 0.032, -0.146], [-0.107, 0.043, -0.029], [-0.001, 0.005, -0.050], [0.049, -0.051, -0.005], [-0.228, 0.229, -0.073], [0.010, -0.062, 0.109], [-0.043, -0.025, 0.019], [-0.153, -0.446, 0.041], [0.015, -0.015, 0.159], [0.243, -0.097, 0.004], [0.087, -0.059, -0.009], [-0.011, 0.034, -0.008], [0.000, 0.008, -0.024], [0.021, 0.011, 0.027], [0.000, 0.008, -0.002], [0.013, 0.010, -0.020], [0.031, 0.009, 0.016], [-0.002, 0.007, 0.006], [0.020, -0.002, -0.011], [0.026, 0.010, 0.013], [-0.005, -0.023, -0.019]]}


{"formula": "C14H11BrN3OPtS", "method": "ωB97M-V with the def2-TZVPD basis set", "multiplicity": 3, "s2": 2.011, "total_energy_ha": -3871.1310, "largest_force_ev_per_a": 1.53, "lumo_energy_ev": [2.67, 2.34], "total_charge": -1, "elements": ["Pt", "Br", "S", "O", "N", "N", "N", "C", "C", "C", "C", "C", "C", "C", "C", "C", "C", "C", "C", "C", "C", "H", "H", "H", "H", "H", "H", "H", "H", "H", "H", "H"], "coordinates": [[0.55834, -0.32959, -0.98506], [5.12439, -2.64206, 3.42318], [1.98534, 0.92773, -2.82771], [-1.40693, -1.24310, -1.08284], [-0.68397, 1.40909, -1.42504], [-0.12079, 2.47052, -2.02425], [1.50893, 3.46022, -3.24309], [3.89798, -1.91746, 2.12924], [1.00832, 2.32832, -2.65015], [4.05942, -2.22912, 0.79436], [-3.22765, -1.68561, 0.28905], [-1.75122, 1.62663, -0.72020], [-3.65040, 1.01190, 0.68307], [2.11341, -0.85565, 0.24606], [-2.57928, 0.62175, -0.13073], [3.17402, -1.69275, -0.12886], [2.88273, -1.08636, 2.55938], [-4.24307, -1.26340, 1.10479], [-4.46434, 0.09820, 1.31246], [2.01091, -0.56381, 1.61609], [-2.34186, -0.77797, -0.34495], [4.86282, -2.88368, 0.48076], [-2.06499, 2.66831, -0.59886], [1.22288, 0.09557, 1.97052], [0.84059, 4.19145, -3.43129], [-5.26427, 0.42461, 1.96441], [3.32185, -1.93803, -1.17429], [-3.82984, 2.07079, 0.81794], [2.77060, -0.85431, 3.61174], [-4.87714, -1.99431, 1.59197], [2.21733, 3.28927, -3.93860], [-3.05412, -2.73714, 0.11087]], "forces_ev_per_a": [[0.079, -0.009, -0.466], [-0.156, 0.073, -0.174], [-0.160, -0.736, 0.513], [0.836, -0.212, -0.316], [-0.005, -0.846, 0.833], [-0.147, 1.492, -0.327], [0.087, 0.354, -0.149], [0.244, -0.141, 0.227], [-0.192, -0.405, 0.210], [0.122, -0.092, 0.084], [0.016, -0.078, -0.107], [0.495, 0.497, -0.690], [0.098, 0.007, -0.018], [-0.146, 0.014, 0.026], [0.053, -0.797, 0.301], [-0.158, 0.191, -0.192], [0.032, 0.040, 0.080], [-0.016, -0.005, 0.010], [-0.248, 0.155, 0.161], [-0.110, 0.108, -0.042], [-0.668, 0.407, 0.318], [-0.006, 0.025, -0.006], [0.035, -0.094, -0.203], [0.022, -0.085, -0.087], [0.003, -0.051, 0.012], [-0.018, 0.058, -0.041], [-0.041, 0.023, -0.026], [0.020, 0.121, 0.048], [0.020, 0.006, -0.051], [-0.029, -0.020, 0.017], [-0.109, 0.081, 0.056], [0.049, -0.082, -0.002]]}